(1)
Computed, not measured: H12NaO6 as an isolated structure, with ωB97M-V/def2-TZVPD.

The LUMO energy comes out at -4.738 eV. The calculation puts the HOMO-LUMO gap at 9.04 eV. The charge is +1.

XYZ file:
```
19
H12NaO6 (ωB97M-V/def2-TZVPD)
Na 10.068 21.140 -30.295
O 8.428 17.714 -31.777
H 8.397 16.808 -31.469
H 8.721 17.648 -32.686
O 5.860 21.914 -30.594
H 5.194 21.253 -30.404
H 5.361 22.701 -30.812
O 11.979 20.739 -25.944
H 12.441 20.355 -25.200
H 11.848 21.655 -25.699
O 5.980 17.894 -27.566
H 6.501 18.171 -28.320
H 6.048 16.939 -27.566
O 11.943 25.286 -29.102
H 12.275 26.041 -28.615
H 11.593 25.658 -29.911
O 11.012 23.425 -34.118
H 11.002 22.952 -34.950
H 11.000 24.349 -34.367
```



(2)
Computed, not measured: H12NaO6 as an isolated structure, with ωB97M-V/def2-TZVPD.

The LUMO energy comes out at -3.194 eV. The calculation puts the HOMO-LUMO gap at 11.70 eV. The charge is +1.

XYZ file:
```
19
H12NaO6 (ωB97M-V/def2-TZVPD)
Na -0.468 -0.144 -0.486
O -1.270 2.156 0.360
H -0.358 2.215 0.707
H -1.840 2.467 1.073
O -2.682 -0.967 -0.493
H -3.287 -0.319 -0.104
H -3.100 -1.236 -1.322
O -0.495 -1.503 1.786
H -0.598 -1.259 2.715
H -0.234 -2.432 1.801
O 2.232 -1.265 -0.178
H 1.822 -2.134 -0.081
H 3.131 -1.454 -0.478
O 0.571 0.556 -2.475
H 0.129 1.149 -3.097
H 1.359 0.246 -2.938
O 1.341 1.471 1.034
H 1.588 0.711 1.580
H 2.159 1.742 0.599
```



Q: What are the energies relative to the best structure? A: (1) 256.6; (2) 0.0, in kJ/mol.



(1)
Computed, not measured: CH2N2S4 as an isolated structure, with ωB97M-V/def2-TZVPD.

The LUMO energy comes out at -0.555 eV. The calculation puts the HOMO-LUMO gap at 8.11 eV.

XYZ file:
```
9
CH2N2S4 (ωB97M-V/def2-TZVPD)
C 0.523 -0.387 1.182
N 0.307 0.930 1.040
N -0.152 0.034 -1.274
S 0.537 -1.008 2.670
S 0.664 -1.295 -0.279
S 0.381 1.458 -0.652
S -1.846 -0.481 -1.578
H 0.867 1.591 1.590
H -1.281 -0.841 -2.699
```



(2)
Computed, not measured: CH2N2S4 as an isolated structure, with ωB97M-V/def2-TZVPD.

The LUMO energy comes out at -0.276 eV. The calculation puts the HOMO-LUMO gap at 8.42 eV.

XYZ file:
```
9
CH2N2S4 (ωB97M-V/def2-TZVPD)
C 1.256 1.407 1.453
N 0.632 0.238 1.706
N -1.232 -0.432 -0.552
S 2.684 1.929 2.001
S 0.000 2.021 0.344
S -0.972 0.315 0.773
S -0.254 -0.094 -1.853
H 0.769 -0.524 2.352
H -0.402 -1.260 -2.388
```



Q: What are the energies relative to the best structure? A: (1) 0.0; (2) 23.5, in kJ/mol.